Molecular formula: C9H10Br2O2
Method: DFT, the ωB97M-V functional and the def2-TZVPD basis

The geometry in XYZ format:
```
23
Properties=species:S:1:pos:R:3:forces:R:3:nbo_charge:R:1
H -0.364215 2.429285 0.100579 0.2 0.8 0.3 0.196
H -2.567166 2.541384 -1.161118 1.6 -1.4 0.0 0.220
C 0.206416 0.569043 -0.736888 -0.3 -1.0 -0.4 -0.180
C -0.619317 1.653100 -0.573665 0.1 0.3 -0.4 -0.137
Br 2.610159 -0.213876 2.886585 -0.6 -0.2 -0.4 0.051
C -1.800311 1.679069 -1.246358 -2.8 1.2 -0.2 -0.215
C -0.190385 -0.532724 -1.488807 -2.2 2.1 -0.4 -0.150
H -1.776183 -1.391383 -2.520923 -1.6 -3.9 -2.3 0.204
C 1.424241 0.471335 0.009429 2.5 -4.5 3.6 0.215
H -3.162515 0.498214 -2.268338 -4.1 0.1 -1.7 0.200
C -2.230049 0.559858 -1.947464 3.4 -0.2 0.9 -0.185
H 0.153119 -2.102096 2.626966 -0.4 -0.3 1.5 0.183
C 0.343469 -1.643298 1.697003 -0.2 0.1 -1.8 -0.165
C 0.944377 -0.243473 1.858402 -0.3 0.2 -2.5 -0.273
Br -0.386865 0.837584 2.683149 -0.1 0.5 0.2 0.057
H 2.092715 -2.147721 0.883253 1.0 0.6 0.3 0.473
O 2.173682 1.553882 0.302828 0.3 -0.4 -0.7 -0.657
C -1.436042 -0.562545 -2.124072 2.4 4.5 3.3 -0.191
H -0.622762 -1.762375 1.068797 1.2 1.3 1.1 0.208
H 2.103097 -0.474699 -0.142737 -1.3 2.2 -0.5 0.197
H 1.483306 2.110229 0.609705 -0.4 2.0 0.8 0.468
O 1.219830 -2.478508 1.000432 -0.3 -1.5 -0.7 -0.728
H 0.401400 -1.350285 -1.516758 2.0 -2.5 -0.1 0.211
```
Positions in Å, forces in eV/Å.

Results
DFT total energy, eV: -153672.2420
HOMO energy, Eh: -0.3198
Energy above the lowest of the compared OMol25 structures with the same formula, charge and spin, kcal/mol: 22.8
E_LUMO, eV: 0.261